Density functional theory data (ωB97M-V with the def2-TZVPD basis set) for C52H49CaIN5P as an isolated structure.

Results
Charge ... 0

Atoms and positions in Å:
Ca 0.25 -0.60 -0.40
C -0.75 -3.06 -1.31
C 0.63 -3.01 -0.96
C 0.74 -3.35 0.42
C -0.56 -3.61 0.90
C -1.47 -3.46 -0.17
C -2.93 -3.79 -0.16
C -0.90 -3.98 2.31
C 2.01 -3.49 1.21
C 1.73 -3.14 -1.99
C -1.32 -2.90 -2.69
H -3.52 -3.08 -0.74
H -3.35 -3.82 0.84
H -3.11 -4.78 -0.60
H -0.66 -5.03 2.55
H -1.96 -3.85 2.52
H -0.36 -3.38 3.05
H 2.01 -4.40 1.81
H 2.20 -2.67 1.92
H 2.88 -3.54 0.55
H 1.74 -4.14 -2.44
H 2.72 -2.97 -1.58
H 1.62 -2.44 -2.83
H -1.65 -3.85 -3.12
H -0.58 -2.48 -3.38
H -2.18 -2.23 -2.71
C -5.88 1.92 -3.38
C -4.47 1.62 -2.98
C -3.40 1.83 -3.84
C -2.11 1.58 -3.42
C -1.77 1.12 -2.14
N -0.42 1.04 -1.77
C 0.41 2.08 -2.17
C -0.07 3.37 -2.46
C 0.72 4.41 -2.87
C 2.10 4.28 -3.00
C 2.98 5.41 -3.43
C 2.62 3.04 -2.66
C 1.82 1.97 -2.27
N 2.58 0.80 -1.90
C 3.70 0.34 -2.49
C 4.31 -0.56 -1.64
C 3.48 -0.59 -0.52
N 2.44 0.23 -0.67
C -2.88 0.77 -1.33
C -4.17 1.09 -1.74
N -2.85 0.03 -0.08
C -3.88 -0.62 0.50
C -3.45 -1.19 1.66
C -2.09 -0.89 1.71
N -1.73 -0.14 0.68
H -5.92 2.50 -4.30
H -6.40 2.50 -2.61
H -6.46 1.01 -3.54
H -3.57 2.20 -4.84
H -1.29 1.77 -4.10
H -1.13 3.54 -2.34
H 0.26 5.37 -3.07
H 2.40 6.32 -3.61
H 3.52 5.18 -4.35
H 3.73 5.65 -2.67
H 3.70 2.90 -2.66
H 3.96 0.69 -3.47
H 5.21 -1.12 -1.82
H 3.56 -1.18 0.38
H -4.99 0.92 -1.05
H -4.85 -0.65 0.03
H -4.02 -1.78 2.35
H -1.36 -1.18 2.44
I 2.49 0.97 2.53
C 2.31 1.78 4.45
C 3.39 1.46 5.23
C 3.57 2.03 6.51
C 2.69 2.96 6.94
C 1.56 3.31 6.15
C 0.70 4.31 6.66
C -0.41 4.70 5.97
C -0.73 4.03 4.78
C 0.05 3.03 4.25
P -0.72 2.09 2.87
C -2.33 1.70 3.66
C -3.52 2.40 3.48
C -4.69 1.98 4.10
C -4.68 0.86 4.92
C -3.50 0.17 5.12
C -2.34 0.58 4.49
C -1.08 3.46 1.73
C -0.19 4.53 1.57
C -0.42 5.52 0.63
C -1.54 5.47 -0.18
C -2.42 4.40 -0.06
C -2.18 3.41 0.87
C 1.29 2.68 4.90
H 4.14 0.78 4.85
H 4.43 1.75 7.10
H 2.82 3.45 7.89
H 0.95 4.77 7.61
H -1.06 5.47 6.35
H -1.66 4.28 4.28
H -3.54 3.28 2.86
H -5.61 2.53 3.94
H -5.59 0.53 5.40
H -3.48 -0.70 5.76
H -1.42 0.01 4.64
H 0.69 4.59 2.20
H 0.29 6.33 0.53
H -1.72 6.25 -0.91
H -3.28 4.33 -0.71
H -2.87 2.58 0.94

Here are the Mulliken charges for atoms 1 to 5, given in e: atom 1 (Ca): 1.697, atom 2 (C): 0.969, atom 3 (C): -0.179, atom 4 (C): 1.141, atom 5 (C): 0.368

Density functional theory data (ωB97M-V with the def2-TZVPD basis set) for a 8-piece molecular cluster, C52H49Cl14NO overall.

Results
Charge ... 0
SMILES ... C=CCCOCCNCC(C)C.Clc1ccccc1Cl.Clc1ccccc1Cl.Clc1ccccc1Cl.Clc1ccccc1Cl.Clc1ccccc1Cl.Clc1ccccc1Cl.Clc1ccccc1Cl

Atoms and positions in Å:
C -1.79 4.49 -1.66
C -2.02 4.58 -2.95
C -1.71 3.52 -3.96
C -0.74 4.07 -5.03
O 0.09 3.00 -5.46
C 1.47 3.35 -5.43
C 1.97 3.13 -4.00
N 3.44 3.27 -3.90
C 3.85 4.20 -2.85
C 3.69 5.70 -3.19
C 3.95 6.02 -4.67
C 2.34 6.26 -2.71
H -1.76 5.40 -1.09
H -1.65 3.56 -1.13
H -2.46 5.49 -3.32
H -2.64 3.21 -4.45
H -1.21 2.64 -3.56
H -0.16 4.86 -4.55
H -1.28 4.46 -5.89
H 1.99 2.66 -6.09
H 1.62 4.38 -5.74
H 1.43 3.79 -3.33
H 1.67 2.12 -3.74
H 3.77 2.35 -3.61
H 3.39 3.97 -1.88
H 4.92 4.05 -2.70
H 4.44 6.23 -2.62
H 4.61 5.26 -5.09
H 4.50 6.95 -4.74
H 3.03 6.10 -5.24
H 2.36 7.34 -2.56
H 1.55 6.01 -3.41
H 2.11 5.78 -1.76
Cl -0.98 1.08 -1.65
C -2.50 0.53 -1.04
C -3.18 -0.47 -1.72
C -4.39 -0.94 -1.24
C -4.93 -0.40 -0.08
C -4.26 0.61 0.59
C -3.05 1.08 0.11
Cl -2.25 2.35 0.97
H -2.75 -0.90 -2.62
H -4.91 -1.72 -1.77
H -5.88 -0.76 0.30
H -4.69 1.03 1.49
Cl -4.07 -2.76 1.80
C -2.91 -2.36 3.02
C -2.09 -1.26 2.82
C -1.15 -0.91 3.77
C -1.03 -1.66 4.93
C -1.84 -2.76 5.13
C -2.78 -3.12 4.17
Cl -3.76 -4.52 4.46
H -2.19 -0.68 1.92
H -0.52 -0.04 3.61
H -0.30 -1.39 5.69
H -1.74 -3.35 6.03
Cl 2.25 -8.86 2.75
C 0.85 -7.84 2.77
C 0.42 -7.33 3.99
C -0.69 -6.50 4.04
C -1.37 -6.18 2.87
C -0.94 -6.69 1.66
C 0.17 -7.52 1.60
Cl 0.67 -8.14 0.07
H 0.95 -7.58 4.89
H -1.02 -6.11 4.99
H -2.23 -5.53 2.91
H -1.47 -6.44 0.75
Cl 7.22 6.87 -3.26
C 7.85 6.72 -4.86
C 7.75 5.49 -5.49
C 8.24 5.33 -6.78
C 8.82 6.40 -7.44
C 8.92 7.63 -6.81
C 8.44 7.79 -5.52
Cl 8.59 9.34 -4.77
H 7.30 4.65 -4.98
H 8.16 4.37 -7.27
H 9.20 6.28 -8.45
H 9.38 8.46 -7.32
Cl -7.20 -2.63 2.47
C -7.84 -2.43 4.06
C -7.03 -2.70 5.15
C -7.51 -2.54 6.44
C -8.81 -2.10 6.64
C -9.63 -1.83 5.56
C -9.15 -2.00 4.27
Cl -10.21 -1.65 2.94
H -6.01 -3.03 4.99
H -6.87 -2.75 7.29
H -9.19 -1.97 7.65
H -10.65 -1.50 5.72
Cl 1.95 3.60 -0.04
C 3.02 3.82 1.30
C 3.88 4.91 1.28
C 4.75 5.13 2.34
C 4.76 4.26 3.41
C 3.91 3.16 3.43
C 3.04 2.94 2.37
Cl 2.00 1.56 2.43
H 3.86 5.60 0.44
H 5.41 5.99 2.32
H 5.44 4.43 4.24
H 3.93 2.48 4.27
Cl -1.22 -12.50 5.42
C -1.47 -12.03 3.77
C -0.48 -11.29 3.14
C -0.65 -10.90 1.82
C -1.80 -11.26 1.13
C -2.78 -12.00 1.76
C -2.62 -12.38 3.08
Cl -3.88 -13.30 3.83
H 0.41 -11.01 3.68
H 0.12 -10.32 1.33
H -1.92 -10.96 0.10
H -3.68 -12.27 1.23

Here are the Mulliken charges for atoms 1 to 5, given in e: atom 1 (C): -0.181, atom 2 (C): -0.114, atom 3 (C): -0.126, atom 4 (C): -0.210, atom 5 (O): -0.445

Density functional theory data (ωB97M-V with the def2-TZVPD basis set) for C52H49N10O5Rb as an isolated structure.

Results
Charge ... -2

Atoms and positions in Å:
Rb 0.49 0.51 -0.32
O 1.33 3.23 0.85
C 0.53 3.90 1.58
C 0.98 4.69 2.69
C 0.10 5.35 3.52
C -1.29 5.30 3.30
C -1.76 4.59 2.21
C -0.89 3.92 1.34
C -1.30 3.33 0.06
N -2.34 2.72 -0.34
C -3.45 2.37 0.53
C -3.11 1.46 1.72
N -2.21 0.34 1.46
C -2.46 -0.56 0.59
C -3.59 -0.69 -0.35
C -4.92 -0.68 0.02
C -5.94 -0.81 -0.91
C -5.59 -0.96 -2.26
C -4.27 -0.98 -2.66
C -3.19 -0.85 -1.73
O -1.97 -0.83 -2.07
H 2.04 4.73 2.88
H 0.48 5.90 4.37
H -1.98 5.81 3.96
H -2.82 4.58 2.00
H -0.51 3.46 -0.69
H -4.18 1.85 -0.10
H -3.95 3.26 0.93
H -4.06 1.10 2.14
H -2.62 2.05 2.50
H -1.68 -1.32 0.49
H -5.17 -0.58 1.07
H -6.98 -0.81 -0.61
H -6.37 -1.05 -3.01
H -4.00 -1.09 -3.71
C 1.73 -4.33 3.13
O 2.32 -3.17 3.71
C 3.56 -3.26 4.23
C 4.14 -4.45 4.65
C 5.40 -4.44 5.26
C 6.06 -3.24 5.45
C 5.50 -2.06 5.00
C 4.26 -2.04 4.37
N 3.68 -0.87 3.90
C 3.06 -0.77 2.64
N 3.66 -1.58 1.70
C 3.04 -2.49 0.77
C 1.77 -2.30 0.24
C 1.35 -3.35 -0.60
C 2.11 -4.48 -0.89
C 3.38 -4.62 -0.34
C 3.84 -3.61 0.49
O 5.09 -3.65 1.12
C 5.79 -4.86 1.07
N 2.09 0.02 2.38
C 1.51 0.76 3.43
C 0.16 0.58 3.69
C -0.48 1.29 4.70
C 0.23 2.19 5.48
C 1.57 2.40 5.21
C 2.20 1.72 4.19
O 3.55 1.98 3.99
C 3.93 2.36 2.66
H 0.91 -3.96 2.52
H 1.36 -5.00 3.91
H 2.44 -4.84 2.48
H 3.61 -5.38 4.52
H 5.84 -5.37 5.59
H 7.03 -3.23 5.94
H 6.03 -1.12 5.10
H 3.93 0.01 4.34
H 4.53 -1.96 2.04
H 0.37 -3.29 -1.06
H 1.73 -5.25 -1.55
H 3.99 -5.48 -0.56
H 6.67 -4.73 1.70
H 6.11 -5.11 0.06
H 5.19 -5.69 1.46
H -0.40 -0.10 3.07
H -1.54 1.13 4.87
H -0.27 2.76 6.26
H 2.15 3.14 5.77
H 4.60 3.22 2.76
H 3.06 2.64 2.06
H 4.46 1.54 2.17
C -0.50 2.05 -5.73
C 0.25 1.83 -4.58
N -0.30 1.71 -3.38
C -1.62 1.79 -3.29
C -2.47 1.97 -4.40
C -1.88 2.12 -5.65
C -3.89 2.02 -4.03
C -5.08 2.00 -4.65
C -5.50 1.85 -6.04
C -6.87 1.84 -6.32
C -7.27 1.68 -7.63
N -6.40 1.52 -8.63
C -5.13 1.53 -8.27
N -4.63 1.69 -7.05
H 0.00 2.16 -6.69
H 1.33 1.72 -4.63
H -2.04 1.74 -2.30
H -2.48 2.27 -6.53
H -3.98 2.07 -2.94
H -5.93 2.03 -3.98
H -7.60 1.96 -5.53
H -8.32 1.67 -7.89
H -4.40 1.40 -9.06
N 0.92 -1.99 -4.50
C 2.24 -1.90 -4.88
C 2.81 -1.04 -3.98
N 1.87 -0.61 -3.07
C 0.75 -1.20 -3.41
H 0.21 -2.55 -4.92
H 2.64 -2.44 -5.71
H 3.83 -0.72 -3.92
H -0.22 -1.09 -2.93

Here are the Mulliken charges for atoms 1 to 5, given in e: atom 1 (Rb): 0.625, atom 2 (O): -0.981, atom 3 (C): 0.156, atom 4 (C): -0.688, atom 5 (C): -0.289

Density functional theory data (ωB97M-V with the def2-TZVPD basis set) for C52H50Cl2GeIN4O3PtS3 as an isolated structure.

Results
Charge ... +1

Atoms and positions in Å:
Pt -0.22 -0.55 0.03
C 4.03 -1.44 -0.15
C 2.85 -0.47 -0.26
C 3.27 0.92 0.21
C 1.73 -1.09 0.57
H 4.91 -1.03 -0.65
H 3.80 -2.41 -0.58
H 4.30 -1.59 0.90
H 2.55 -0.42 -1.31
H 3.66 0.87 1.23
H 2.43 1.61 0.22
H 4.05 1.31 -0.43
H 2.06 -1.05 1.61
H 1.63 -2.15 0.35
I 2.35 7.17 -0.30
C 1.09 5.63 0.23
C -0.27 5.68 0.37
N -0.66 4.42 0.68
N 0.37 3.56 0.76
C 1.44 4.29 0.49
H -0.97 6.49 0.29
H -1.58 4.11 0.96
H 2.42 3.85 0.48
O -1.13 -1.79 1.32
C -1.69 -3.09 1.20
C -2.48 -3.33 2.49
C -3.76 -3.80 2.60
C -4.19 -3.93 3.95
C -3.23 -3.55 4.84
S -1.80 -3.05 4.05
C -2.72 -3.17 0.08
C -3.70 -2.25 -0.15
C -4.65 -2.68 -1.12
C -4.38 -3.94 -1.58
S -2.99 -4.60 -0.83
C -0.64 -4.17 1.02
C -0.36 -5.22 1.84
C 0.68 -6.07 1.35
C 1.15 -5.65 0.14
S 0.35 -4.24 -0.39
H -4.37 -4.05 1.76
H -5.17 -4.28 4.24
H -3.29 -3.54 5.91
H -3.75 -1.32 0.39
H -5.49 -2.09 -1.45
H -4.92 -4.51 -2.32
H -0.87 -5.40 2.77
H 1.04 -6.95 1.86
H 1.93 -6.10 -0.46
Ge 0.24 0.19 2.37
C 0.79 -1.10 3.72
C 1.29 -2.38 3.52
C 1.66 -3.17 4.60
C 1.51 -2.70 5.89
C 1.01 -1.43 6.11
C 0.65 -0.63 5.03
C -1.46 1.02 2.87
C -1.41 2.38 3.19
C -2.56 3.05 3.61
C -3.76 2.36 3.70
C -3.81 1.01 3.40
C -2.67 0.34 2.98
H 1.27 1.31 2.25
H 1.37 -2.80 2.53
H 2.03 -4.17 4.42
H 1.79 -3.32 6.74
H 0.89 -1.05 7.12
H 0.24 0.36 5.22
H -0.48 2.92 3.12
H -2.51 4.10 3.87
H -4.66 2.88 4.03
H -4.74 0.46 3.49
H -2.71 -0.71 2.74
Cl 5.24 4.57 -2.36
C 5.16 2.86 -2.69
C 6.20 2.07 -2.26
C 6.16 0.70 -2.49
C 5.07 0.16 -3.14
C 4.02 0.97 -3.56
Cl 2.68 0.16 -4.31
C 4.05 2.36 -3.40
N 3.12 3.27 -3.87
C 1.89 3.03 -4.54
C 1.89 2.98 -5.93
C 0.71 2.79 -6.63
C -0.48 2.67 -5.93
C -0.49 2.75 -4.55
C 0.69 2.92 -3.83
C 0.71 3.04 -2.32
C -0.04 1.94 -1.64
O -1.35 2.15 -1.66
O 0.55 0.98 -1.15
H 7.03 2.52 -1.74
H 6.98 0.07 -2.17
H 5.00 -0.90 -3.32
H 3.34 4.23 -3.66
H 2.84 3.08 -6.45
H 0.72 2.74 -7.71
H -1.41 2.53 -6.47
H -1.43 2.68 -4.02
H 0.26 3.99 -2.02
H 1.73 3.02 -1.96
C -3.14 1.55 -0.18
C -2.38 1.16 -1.43
C -3.25 1.15 -2.67
C -3.14 -0.03 -3.25
C -2.19 -0.82 -2.44
C -1.66 -2.14 -2.85
N -1.81 -0.18 -1.39
H -3.98 0.87 -0.03
H -3.53 2.56 -0.30
H -2.48 1.50 0.68
H -3.84 2.00 -2.98
H -3.62 -0.39 -4.15
H -2.46 -2.78 -3.23
H -1.15 -2.64 -2.04
H -0.95 -1.97 -3.67

Here are the Mulliken charges for atoms 1 to 5, given in e: atom 1 (Pt): 3.566, atom 2 (C): -1.957, atom 3 (C): 2.026, atom 4 (C): -0.650, atom 5 (C): -2.021

In the order shown, the computed ΔE to the lowest compared entry with this formula, charge and spin values come out to 31.55, 0.00, 0.00, 6.68 kcal per mole.
In the order shown, the computed maximum force values come out to 0.0218, 0.0288, 0.0050, 0.0057 hartree/bohr.
In the order shown, the computed electronic energy values come out to -97999.521, -233570.182, -80512.085, -192245.984 eV.